# 1
Molecular formula: C14H18BN7O2Zn
Method: DFT, ωB97M-V with the def2-TZVPD basis set

XYZ file:
```
43
Properties=species:S:1:pos:R:3
H 2.88161 0.97895 0.37993
N 1.46099 -0.30932 -0.47191
B 0.22103 -2.10721 -1.75097
N 1.52384 -1.53803 -1.09467
C 2.79987 -1.97395 -1.07847
Zn -0.29410 0.91782 -0.48153
H 3.04788 -2.92360 -1.53301
C 3.57859 -1.00897 -0.43956
H 4.63367 -1.03325 -0.24517
C 2.69715 0.02554 -0.09996
H 0.43360 -3.14079 -2.32040
C -2.13511 1.50592 -0.03264
H -1.43560 2.41850 0.23493
H -2.92721 1.27898 0.62049
H -2.44050 1.68690 -1.09361
N -0.30758 -0.98006 -2.65235
N -0.83194 -2.23719 -0.61714
N -0.55817 0.28395 -2.10672
N -1.23097 -1.12106 0.11375
C -0.47782 -0.96070 -3.99129
C -1.41543 -3.34834 -0.11501
H -0.31895 -1.86934 -4.56571
H -1.22829 -4.30728 -0.57356
C -0.85645 0.36856 -4.36607
C -2.19330 -2.96886 0.98048
C -0.85358 1.07993 -3.14910
C -2.03094 -1.56287 1.07871
H -1.07341 0.72417 -5.34773
H -2.76643 -3.60418 1.62408
H -1.03578 2.13230 -2.97462
H -2.41436 -0.91871 1.85094
H 1.01412 2.06133 -0.82950
O 1.94292 2.69204 1.17806
C 1.12696 2.23586 1.98969
C 1.18109 2.59076 3.47497
C -0.04213 1.94452 4.05569
C -0.70493 1.23322 2.86674
O -1.79910 0.68437 2.98985
N 0.09007 1.37338 1.74556
H 2.09935 2.16388 3.88338
H 1.18297 3.67573 3.58885
H 0.20152 1.18619 4.80359
H -0.74517 2.67091 4.47100
```

Properties
energy	-78427.016	eV
max |F|	7.13	eV Å⁻¹
energy relative to the best compared isomer or geometry (same formula, charge and spin)	567.6	kJ/mol
total charge	0
Kohn-Sham gap (alpha / beta)	6.64 / 7.10	eV

---

# 2
Molecular formula: C3H10N3O
Method: DFT, ωB97M-V with the def2-TZVPD basis set

XYZ file:
```
17
Properties=species:S:1:pos:R:3
C 0.89670 0.95868 0.47651
C -0.42782 -1.49583 0.45791
C -0.55165 -0.46373 -0.56494
N 1.87714 0.66894 1.29476
N 0.01036 -0.66517 -1.72853
N -1.53195 0.42388 -0.45204
O 0.36529 2.13987 0.59900
H -1.34134 -1.96008 0.43503
H -0.51958 -0.87084 1.39820
H 0.42280 -2.13739 0.51383
H 2.12159 -0.28398 1.50644
H 2.29518 1.50206 1.76675
H 0.06282 0.10015 -2.39131
H 0.56652 -1.49277 -2.12101
H -2.06880 0.59764 0.40837
H -1.99192 0.74162 -1.31531
H -0.18535 2.23697 -0.28365
```

Properties
energy	-9782.908	eV
max |F|	4.22	eV Å⁻¹
energy relative to the best compared isomer or geometry (same formula, charge and spin)	327.3	kJ/mol
total charge	+1
Kohn-Sham gap	9.41	eV

---

# 3
Molecular formula: C13H26BrNO6P2S
Method: DFT, ωB97M-V with the def2-TZVPD basis set

XYZ file:
```
50
Properties=species:S:1:pos:R:3
N -2.84527 -1.86423 -1.92401
C -2.02081 -2.05989 -0.83545
O -2.41057 -2.56513 0.20351
C -0.55937 -1.68960 -1.01141
C -0.04443 -0.97660 0.24030
P -1.12513 0.46906 0.61912
C -0.34859 1.85001 -0.32592
C -1.35416 2.41755 -1.28380
O -2.05929 1.77801 -1.98689
Br -1.35963 4.33340 -1.38436
P -0.60408 0.92950 2.69112
O -1.97376 0.54095 3.44010
O 0.43935 -0.18181 3.18852
S -0.01134 2.71747 3.01596
H -2.54052 -1.10296 -2.51760
H -3.80095 -1.69998 -1.62880
H -0.37925 -1.09442 -1.90663
H -0.02380 -2.63620 -1.12087
H 0.99335 -0.66971 0.11653
H -0.12363 -1.66026 1.08455
H 0.43435 1.44368 -0.97303
H 0.06379 2.60906 0.33287
H -2.43256 -0.17129 2.96639
H 0.00056 -1.04511 3.27856
C 0.61706 -5.06444 5.55653
C -0.62482 -5.28406 4.69285
C -0.94747 -3.86292 4.25374
O 0.30854 -3.17659 4.17544
C 1.33470 -3.96011 4.79288
H 1.23071 -5.95544 5.67568
H 0.32822 -4.71275 6.54878
H -0.37796 -5.90145 3.82698
H -1.45034 -5.75523 5.22283
H -1.58171 -3.35448 4.98763
H -1.43768 -3.81748 3.27981
H 1.98205 -4.37144 4.01186
H 1.93312 -3.31299 5.43343
C 1.06111 4.50721 -5.95385
C 2.56448 4.73010 -5.80334
C 2.67614 5.06849 -4.32266
O 1.63119 4.34857 -3.66438
C 0.71861 3.82841 -4.63449
H 0.79075 3.90422 -6.81913
H 0.54338 5.46544 -6.03014
H 3.10552 3.80712 -6.02254
H 2.95901 5.51623 -6.44488
H 2.53205 6.13971 -4.14669
H 3.63253 4.77390 -3.88967
H 0.85857 2.74286 -4.69913
H -0.30203 4.02563 -4.30630
```

Properties
energy	-127135.196	eV
SMILES	NC(=O)CCP(CC(=O)Br)P(O)(O)=S.C1CCOC1.C1CCOC1
max |F|	0.91	eV Å⁻¹
energy relative to the best compared isomer or geometry (same formula, charge and spin)	0.0	kJ/mol
total charge	0
Kohn-Sham gap	9.26	eV

---

# 4
Molecular formula: C5H8
Method: DFT, ωB97M-V with the def2-TZVPD basis set

XYZ file:
```
13
Properties=species:S:1:pos:R:3
C -0.00684 -1.05234 0.81099
C -0.95366 -0.09877 0.04815
C 0.00137 1.88105 -0.63579
C 0.35242 0.47695 -0.68392
C 1.19574 -0.16755 0.43316
H 0.04339 -2.02840 0.31803
H -0.21992 -1.20300 1.87295
H -1.69925 -0.52736 -0.62369
H -1.42977 0.63073 0.71247
H -0.64340 2.05475 -1.52625
H 0.44523 -0.03392 -1.65113
H 2.11327 -0.67448 0.12125
H 1.42580 0.57622 1.20216
```

Properties
energy	-5310.099	eV
max |F|	0.52	eV Å⁻¹
energy relative to the best compared isomer or geometry (same formula, charge and spin)	392.5	kJ/mol
total charge	0
Kohn-Sham gap	8.73	eV

---

# 5
Molecular formula: C34H61AsN4O4RuSi4Te
Method: DFT, ωB97M-V with the def2-TZVPD basis set

XYZ file:
```
110
Properties=species:S:1:pos:R:3
Ru -0.52070 -0.34221 0.50337
C 3.74833 0.06847 -1.60939
C 2.61186 0.55968 -0.75394
O 1.67038 -0.18491 -0.45013
N 2.67226 1.83231 -0.34992
C 1.72807 2.38149 0.61538
C 0.45553 2.86231 -0.02997
C 0.28277 4.21941 -0.24955
C -0.82911 4.66784 -0.94234
C -1.73224 3.73018 -1.40380
C -1.51103 2.39555 -1.10930
N -0.45250 1.94864 -0.42622
H 3.58951 -0.97597 -1.85756
H 4.69672 0.17233 -1.08214
H 3.80720 0.64889 -2.53119
H 3.44570 2.39396 -0.66391
H 2.21663 3.21196 1.12084
H 1.51311 1.62714 1.36422
H 1.02848 4.91428 0.11324
H -0.98061 5.72354 -1.12542
H -2.60474 4.02514 -1.96793
H -2.21431 1.63723 -1.43017
C -3.74027 2.70101 1.47488
Si -5.13780 1.48439 1.75258
C -4.91810 0.57699 3.37588
C -6.78348 2.37840 1.73716
Si -5.12650 -0.09588 0.03302
Te -2.79515 -1.07181 -0.40983
Si -6.33144 -2.06966 0.51600
C -5.55121 -3.03699 1.90924
C -8.04772 -1.51999 1.03491
C -6.40854 -3.11662 -1.03677
Si -5.86541 0.72290 -2.05221
C -5.24941 -0.36458 -3.44519
C -7.73761 0.71634 -2.00423
C -5.28349 2.48119 -2.32570
H -3.67478 3.40524 2.30888
H -3.89096 3.27516 0.55740
H -2.78057 2.18109 1.39462
H -4.79067 1.28284 4.20059
H -4.04656 -0.08218 3.34633
H -5.79168 -0.04072 3.59828
H -6.85417 3.05542 2.59252
H -7.62334 1.68204 1.79305
H -6.90329 2.97594 0.82982
H -5.70916 -2.53830 2.86830
H -4.47727 -3.17440 1.78044
H -6.02214 -4.02285 1.96269
H -8.01100 -0.95664 1.97094
H -8.67521 -2.39943 1.20822
H -8.54284 -0.90026 0.28653
H -5.42706 -3.21294 -1.50780
H -7.09375 -2.68479 -1.77024
H -6.76460 -4.12243 -0.80034
H -5.64757 -1.37774 -3.36873
H -4.15900 -0.43705 -3.45476
H -5.56565 0.05088 -4.40596
H -8.13923 -0.29773 -1.96078
H -8.12054 1.18269 -2.91681
H -8.13093 1.27602 -1.15274
H -4.20197 2.55515 -2.21881
H -5.74415 3.17143 -1.61522
H -5.54744 2.80718 -3.33530
C 0.70381 -2.89884 -1.68752
As 0.08902 -2.60958 0.12347
C 1.63120 -3.05217 1.20371
C -1.08539 -4.16750 0.35347
C -0.37947 -5.46382 0.08565
C 0.33208 -6.10945 1.09455
C 0.99246 -7.30321 0.84431
C 0.94971 -7.87091 -0.42164
C 0.23398 -7.24375 -1.43143
C -0.42665 -6.05054 -1.17696
H 1.12092 -3.90211 -1.75340
H 1.45226 -2.15116 -1.93000
H -0.13777 -2.81086 -2.37386
H 2.06510 -3.99862 0.88686
H 1.31940 -3.12084 2.24433
H 2.35924 -2.25040 1.09475
H -1.90871 -4.01864 -0.34415
H -1.49537 -4.11508 1.35634
H 0.35632 -5.68110 2.09053
H 1.53408 -7.79552 1.64160
H 1.46119 -8.80407 -0.61628
H 0.18182 -7.68823 -2.41688
H -0.99485 -5.57068 -1.96639
C -1.78762 2.18625 4.71511
C -0.53273 1.53334 5.27470
C -0.32346 0.08965 4.78763
C 1.00069 -0.45349 5.37588
C 1.39984 -1.83261 4.87412
C -1.45097 -0.77312 5.31086
O -1.76656 -0.82154 6.47351
N -2.10754 -1.53700 4.36755
C -1.93646 -1.51890 2.99316
O -2.69588 -2.18557 2.30803
N -0.94750 -0.72985 2.46841
C -0.20952 0.07964 3.27400
O 0.61800 0.81877 2.74175
H -1.89812 3.20168 5.09585
H -2.68440 1.63213 5.00310
H -1.75523 2.24564 3.62415
H -0.58212 1.49116 6.36351
H 0.35490 2.10298 5.00007
H 0.87490 -0.46059 6.45961
H 1.77676 0.27436 5.13601
H 0.61560 -2.57448 5.04745
H 2.29374 -2.18163 5.39031
H 1.62611 -1.81227 3.80589
H -2.87196 -2.11210 4.69479
```

Properties
energy	-152623.760	eV
max |F|	0.75	eV Å⁻¹
2S+1	2
energy relative to the best compared isomer or geometry (same formula, charge and spin)	0.0	kJ/mol
total charge	+1
Kohn-Sham gap (alpha / beta)	7.53 / 6.31	eV
expectation value of S²	0.812

---

# 6
Molecular formula: C4H8N2S
Method: DFT, ωB97M-V with the def2-TZVPD basis set

XYZ file:
```
15
Properties=species:S:1:pos:R:3
C -0.19660 -1.13870 -0.10019
C -0.85077 -0.00165 -0.00257
C -0.14444 1.31085 0.38713
C -2.37083 0.16656 -0.18497
N 1.84304 -0.30799 0.42705
N 2.76732 -1.08224 -0.15492
S 1.61004 1.19923 -0.21938
H -0.20382 -2.24188 -0.26381
H -0.54884 2.10179 -0.12552
H -0.07625 1.51672 1.48954
H -2.68270 0.97676 -0.90338
H -2.91978 0.36865 0.88859
H -2.80135 -0.79819 -0.65678
H 3.03145 -0.66455 -0.97118
H 3.54355 -1.40537 0.39039
```

Properties
energy	-18087.612	eV
max |F|	3.66	eV Å⁻¹
energy relative to the best compared isomer or geometry (same formula, charge and spin)	591.5	kJ/mol
total charge	0
Kohn-Sham gap (alpha / beta)	7.84 / 7.89	eV